Entry 1:
{"formula": "C21H21NSSn", "method": "wB97M-V/def2-TZVPD", "elements": ["C", "C", "C", "H", "C", "H", "H", "H", "C", "H", "H", "C", "H", "H", "C", "H", "H", "C", "H", "H", "Sn", "H", "S", "C", "C", "C", "C", "C", "C", "N", "C", "C", "C", "C", "C", "C", "C", "H", "H", "H", "H", "H", "H", "H", "H"], "coordinates": [[-2.945, 0.588, -0.514], [-1.746, -1.743, 1.601], [-1.840, -0.289, -1.098], [-3.893, 0.580, -1.072], [-0.960, -2.446, 0.667], [-1.435, -1.814, 2.657], [-1.315, 0.168, -1.937], [-0.099, -3.010, 1.032], [-2.189, -1.723, -1.451], [-1.964, -1.872, -2.524], [-3.269, -1.916, -1.359], [-3.208, 0.274, 0.985], [-4.176, 0.694, 1.267], [-2.476, 0.834, 1.615], [-3.153, -1.223, 1.384], [-3.744, -1.838, 0.696], [-3.655, -1.280, 2.363], [-1.408, -2.825, -0.696], [-2.058, -3.720, -0.679], [-0.540, -3.123, -1.308], [-0.520, 0.062, 0.682], [-2.572, 1.625, -0.583], [3.799, 1.058, -0.755], [2.820, 1.695, -2.057], [3.235, 2.539, -3.075], [2.291, 3.064, -3.978], [0.941, 2.730, -3.816], [0.521, 1.892, -2.781], [1.470, 1.363, -1.885], [1.250, 0.679, -0.669], [2.354, 0.486, 0.058], [2.320, 0.067, 1.462], [3.453, 0.080, 2.295], [3.345, -0.205, 3.654], [2.111, -0.526, 4.217], [0.964, -0.566, 3.407], [1.096, -0.252, 2.064], [4.283, 2.796, -3.151], [2.594, 3.713, -4.789], [0.205, 3.137, -4.512], [-0.529, 1.653, -2.638], [4.407, 0.341, 1.848], [4.234, -0.169, 4.278], [2.010, -0.751, 5.271], [-0.010, -0.827, 3.825]], "lowdin_charge": [-0.28, -0.25, -0.36, 0.11, -0.19, 0.09, 0.04, 0.11, -0.23, 0.11, 0.10, -0.30, 0.10, 0.03, -0.19, 0.11, 0.11, -0.21, 0.12, 0.11, 1.30, 0.09, 1.10, -0.47, -0.09, -0.08, -0.08, -0.01, -0.26, -0.04, -0.50, -0.28, -0.06, -0.09, -0.08, -0.12, -0.28, 0.10, 0.10, 0.11, 0.09, 0.09, 0.10, 0.10, 0.09], "e_homo_ev": [-5.45, -5.45], "lumo_ev": [-0.201, -0.201], "molar_mass_g_mol": 438.18, "relative_energy_kcal_mol": 0.0, "orbital_gap_ha": [0.193, 0.193]}

=====

Entry 2:
{"formula": "C37H41As3F7HgN2O3STe", "method": "wB97M-V/def2-TZVPD", "elements": ["Hg", "C", "As", "C", "C", "C", "C", "C", "C", "C", "As", "C", "C", "H", "H", "H", "H", "H", "H", "H", "H", "H", "H", "H", "H", "H", "H", "H", "H", "C", "C", "C", "C", "N", "C", "S", "N", "C", "H", "H", "H", "H", "H", "H", "H", "H", "F", "C", "F", "H", "F", "Te", "F", "F", "F", "F", "O", "C", "C", "C", "C", "C", "C", "As", "C", "C", "C", "C", "C", "C", "C", "C", "C", "C", "C", "C", "H", "H", "H", "H", "H", "H", "H", "H", "H", "H", "H", "H", "H", "C", "O", "C", "O", "H", "H", "H"], "coordinates": [[1.315, 0.026, -0.933], [-2.022, -1.387, 2.675], [-0.148, -0.860, 2.935], [-0.510, -0.036, 4.733], [0.701, -2.544, 3.468], [0.277, -3.231, 4.617], [0.891, -4.375, 5.101], [2.022, -4.786, 4.434], [2.523, -4.111, 3.340], [1.822, -3.033, 2.751], [2.316, -2.270, 0.871], [2.887, -3.954, 0.111], [4.067, -1.456, 1.265], [-2.300, -1.973, 3.545], [-2.187, -1.992, 1.800], [-2.610, -0.388, 2.606], [-0.780, -0.787, 5.458], [-1.350, 0.713, 4.647], [0.434, 0.399, 5.043], [-0.550, -2.774, 5.169], [0.471, -4.940, 5.939], [2.544, -5.636, 4.838], [3.423, -4.456, 2.839], [3.717, -4.394, 0.737], [3.257, -3.714, -0.922], [2.004, -4.596, 0.113], [4.810, -2.154, 1.618], [3.917, -0.590, 1.962], [4.439, -1.031, 0.344], [0.665, -5.044, -3.325], [-0.009, -4.621, -2.056], [-0.560, -5.311, -1.063], [-1.246, -4.678, 0.066], [-1.242, -3.330, 0.078], [-0.758, -2.627, -0.901], [-1.001, -0.910, -1.009], [-0.102, -3.234, -1.992], [-1.876, -5.415, 1.154], [0.637, -6.142, -3.397], [1.745, -4.707, -3.422], [0.112, -4.590, -4.174], [-0.644, -6.373, -1.151], [0.422, -2.714, -2.628], [-2.192, -4.587, 1.845], [-1.230, -6.133, 1.606], [-2.850, -5.855, 0.818], [1.496, 2.481, 1.045], [2.075, 2.009, -0.149], [1.909, 3.045, -1.037], [3.170, 1.943, 0.098], [1.439, -1.754, -3.645], [3.280, -1.315, -3.527], [3.012, -1.678, -5.632], [2.569, 0.586, -3.289], [6.016, 6.599, -3.630], [3.678, -3.366, -3.242], [3.048, -1.445, -1.670], [-3.347, 2.556, 3.526], [-4.107, 1.931, 2.511], [-3.610, 1.839, 1.197], [-2.366, 2.311, 0.885], [-1.549, 2.797, 1.918], [-2.008, 2.947, 3.228], [-1.521, 2.313, -0.953], [-3.145, 1.949, -1.907], [-3.742, 0.716, -2.122], [-4.798, 0.615, -2.980], [-5.308, 1.780, -3.637], [-4.750, 2.992, -3.412], [-3.660, 3.122, -2.541], [-3.118, 4.351, -2.046], [-3.582, 5.630, -2.249], [-2.863, 6.791, -1.883], [-1.630, 6.588, -1.270], [-1.223, 5.300, -0.930], [-1.934, 4.173, -1.253], [-3.702, 2.541, 4.548], [-5.103, 1.568, 2.728], [-4.153, 1.283, 0.445], [-0.477, 2.941, 1.696], [-1.380, 3.292, 4.058], [-3.319, -0.118, -1.607], [-5.234, -0.369, -3.146], [-6.159, 1.602, -4.327], [-5.155, 3.880, -3.932], [-4.572, 5.751, -2.727], [-3.223, 7.839, -2.090], [-1.120, 7.447, -0.881], [-0.294, 5.220, -0.337], [5.867, 4.571, -2.158], [7.175, 5.268, -2.309], [7.238, 6.297, -3.125], [8.230, 6.818, -3.531], [6.085, 3.639, -1.659], [5.428, 4.256, -3.114], [5.181, 5.068, -1.491]], "lowdin_charge": [0.78, -0.33, 1.13, -0.33, -0.44, -0.14, -0.12, -0.13, -0.12, -0.35, 1.11, -0.31, -0.32, 0.00, -0.04, 0.03, -0.02, 0.01, 0.00, 0.07, 0.10, 0.09, 0.08, 0.02, 0.01, 0.01, 0.00, 0.03, -0.01, -0.03, -0.32, -0.03, -0.36, 0.05, -0.80, 0.50, 0.08, -0.08, 0.07, 0.08, 0.09, 0.09, 0.03, 0.08, 0.05, 0.07, -0.15, -0.44, -0.11, 0.07, -0.49, 1.78, -0.69, -0.64, 0.10, -0.61, -0.93, -0.11, -0.10, -0.12, -0.34, -0.12, -0.10, 1.34, -0.34, -0.15, -0.08, -0.10, -0.06, -0.20, -0.21, -0.05, -0.09, -0.11, -0.11, -0.32, 0.08, 0.09, 0.09, 0.08, 0.10, 0.02, 0.10, 0.10, 0.11, 0.10, 0.11, 0.09, 0.11, 0.01, 0.03, -0.59, 0.15, 0.09, 0.11, 0.09], "charge": -2, "e_homo_ev": [-0.30, -2.99], "lumo_ev": [3.703, 3.703], "molar_mass_g_mol": 1279.76, "multiplicity": 2, "relative_energy_kcal_mol": 16.2, "orbital_gap_ha": [0.147, 0.246], "s2": 0.77}

=====

Entry 3:
{"formula": "C4H15N2O", "method": "wB97M-V/def2-TZVPD", "elements": ["C", "N", "C", "N", "C", "C", "H", "H", "H", "H", "H", "H", "H", "H", "H", "H", "H", "H", "H", "H", "H", "O"], "coordinates": [[0.059, -1.109, -0.782], [-0.937, -0.731, 0.251], [1.127, -0.005, -0.900], [1.588, 0.232, 0.555], [3.063, 0.011, 0.887], [0.524, 1.273, -1.432], [0.532, -2.048, -0.485], [-0.544, -1.150, -1.689], [-1.189, -1.419, 0.936], [-1.822, -0.535, -0.200], [1.921, -0.426, -1.506], [1.284, 1.198, 0.634], [1.129, -0.319, 1.285], [3.167, -0.943, 1.408], [3.522, -0.091, -0.091], [3.440, 0.721, 1.615], [0.292, 1.123, -2.490], [-0.395, 1.540, -0.916], [1.276, 2.068, -1.488], [-6.751, 0.046, 1.737], [-5.444, 0.664, 1.138], [-5.841, -0.100, 1.534]], "lowdin_charge": [-0.20, 0.00, -0.31, 0.04, 0.04, -0.04, 0.13, 0.13, 0.08, 0.08, 0.15, 0.15, 0.16, 0.10, 0.10, 0.10, 0.10, 0.09, 0.10, 0.02, 0.02, -0.04], "charge": 1, "e_homo_ev": -13.63, "lumo_ev": -2.980, "molar_mass_g_mol": 107.18, "relative_energy_kcal_mol": 38.2, "orbital_gap_ha": 0.391}

=====

Entry 4:
{"formula": "C5H8O", "method": "wB97M-V/def2-TZVPD", "elements": ["C", "C", "C", "C", "C", "O", "H", "H", "H", "H", "H", "H", "H", "H"], "coordinates": [[-1.393, -0.170, -0.473], [-0.774, 0.793, 0.559], [0.618, 0.228, 0.782], [1.404, 0.077, -0.470], [0.572, -1.107, 0.145], [-0.718, -1.414, -0.310], [-1.225, 0.191, -1.497], [-2.470, -0.315, -0.337], [-0.738, 1.822, 0.185], [-1.332, 0.780, 1.496], [1.118, 0.431, 1.718], [1.083, 0.463, -1.423], [2.492, 0.014, -0.343], [1.362, -1.793, -0.030]], "lowdin_charge": [-0.18, -0.12, -0.25, -0.07, -0.24, -0.08, 0.12, 0.12, 0.12, 0.11, 0.13, 0.10, 0.11, 0.13], "e_homo_ev": -8.66, "lumo_ev": 1.124, "molar_mass_g_mol": 84.12, "smiles": "C1C[C@@H]2C[C@@H]2O1", "relative_energy_kcal_mol": 52.2, "orbital_gap_ha": 0.360}